Record 1
Molecular formula: C5H6O
Method: DFT, ωB97M-V/def2-TZVPD

Structure (XYZ):
```
12
Properties=species:S:1:pos:R:3:forces:R:3
C -1.752198 1.014616 -0.241646 -0.17 0.08 -0.02
C -0.831898 -0.115927 0.121607 -0.12 0.17 0.35
O -0.996328 -0.784671 1.129092 0.01 0.35 -0.26
C 0.366927 -0.312751 -0.694567 -0.75 0.38 -0.08
C 1.531699 -0.652144 -0.068436 0.99 -0.36 0.52
C 2.172027 -0.375821 1.112888 -0.87 -0.73 -0.69
H -2.786224 0.766487 0.000540 0.08 0.05 -0.03
H -1.652414 1.336660 -1.281478 -0.04 -0.10 0.13
H -1.435079 1.843017 0.402363 -0.14 0.02 -0.12
H 0.330851 -0.320708 -1.783059 -0.20 -0.10 0.26
H 1.993186 -1.353716 -0.767491 1.12 0.04 0.13
H 2.655533 -1.175477 1.684378 0.07 0.21 -0.20
```
Positions in Å, forces in eV/Å.

Results of the Mulliken charge analysis, in e, for atoms 1 through 8:
1 C -0.96
2 C 0.67
3 O -0.53
4 C -0.44
5 C -0.01
6 C -0.43
7 H 0.29
8 H 0.33

=====

Record 2
Molecular formula: C44H113N7O17
Method: DFT, ωB97M-V/def2-TZVPD

Structure (XYZ):
```
181
Properties=species:S:1:pos:R:3:forces:R:3
C 4.532263 3.933120 2.743397 -0.72 -0.17 0.88
O 4.140813 3.976810 4.137977 0.23 -0.42 -0.79
C 2.799923 4.366870 4.379787 -0.35 -1.33 0.35
C 2.325713 3.923050 5.816387 1.34 0.66 1.09
N 2.373403 2.520240 6.291277 1.10 0.80 -0.98
C 1.413273 1.680280 5.690567 -0.53 -1.01 -0.58
C 1.604803 0.236730 6.140857 -0.47 0.66 0.38
O 1.155953 0.036730 7.480677 -0.14 0.11 -0.02
C 1.663503 -1.184270 7.985267 0.55 0.29 -0.06
H 3.931903 3.202400 2.201437 0.09 -0.46 0.06
H 5.592273 3.679340 2.734737 -0.17 0.01 -0.09
H 4.346893 4.841860 2.170747 0.16 0.55 0.40
H 2.085013 3.937340 3.677997 0.14 -0.19 -0.62
H 2.803763 5.447230 4.235247 -0.68 0.26 0.55
H 1.351883 4.338730 6.075127 -0.34 0.39 -0.56
H 3.044363 4.463430 6.432537 -0.06 -0.01 0.44
H 2.258373 2.394460 7.286797 0.30 0.80 0.20
H 1.554963 1.676930 4.609817 0.03 0.01 -0.25
H 0.396773 2.035190 5.860507 -0.51 -0.16 0.10
H 2.681263 0.067470 6.114967 0.12 -0.41 -0.33
H 1.029033 -0.413500 5.482227 0.20 -0.35 -0.18
H 1.449663 -2.019310 7.318117 -0.29 -0.15 0.00
H 1.309623 -1.383490 8.996787 -0.34 0.19 -0.20
H 2.748873 -1.102090 8.042817 0.29 -0.12 0.05
C -1.973667 -7.937750 -0.489693 1.07 0.08 -0.78
O -2.669597 -6.843710 0.021357 -0.51 1.47 -1.14
C -3.137577 -5.954320 -1.058573 -0.91 -0.54 0.70
C -4.075027 -4.920720 -0.412673 1.39 -0.73 -0.91
N -3.176887 -4.006720 0.239317 -0.65 0.98 0.04
C -3.805387 -3.171800 1.252497 0.98 -1.05 0.72
C -2.760937 -2.452020 2.044567 -0.25 0.74 1.36
O -2.107527 -3.288580 3.045417 0.70 0.12 -1.17
C -0.767847 -2.886050 3.269397 0.93 0.14 0.20
H -2.654857 -8.641410 -0.968153 0.06 -0.44 0.33
H -1.255697 -8.341270 0.224297 -0.82 -0.40 0.63
H -1.246197 -7.646980 -1.247553 -0.11 0.43 -0.60
H -3.674247 -6.478830 -1.849123 -0.14 -0.69 0.20
H -2.326687 -5.455630 -1.589493 0.45 0.06 0.39
H -4.760527 -5.465480 0.236497 -0.20 0.04 0.30
H -4.639357 -4.403090 -1.188353 -0.14 0.03 -0.06
H -2.455887 -4.562880 0.676297 0.12 0.07 0.35
H -4.311547 -3.816660 1.970867 -0.51 -0.07 0.26
H -4.528537 -2.422960 0.929397 0.07 -0.15 -0.74
H -3.327787 -1.710180 2.607117 0.17 0.41 0.22
H -2.062947 -1.903750 1.411867 0.36 -0.29 -0.08
H -0.664987 -1.823290 3.488617 -0.33 0.22 0.20
H -0.017677 -3.064870 2.499087 -0.64 -0.01 -1.16
H -0.242307 -3.435190 4.050657 -1.00 -0.21 0.71
C 0.526823 -1.300020 -5.759993 -0.78 0.82 0.50
O -0.451517 -1.614460 -4.730373 1.26 -0.88 -1.38
C -1.761187 -1.744260 -5.235813 -1.04 -0.80 -0.54
C -2.770377 -2.140300 -4.157003 1.01 1.27 0.02
N -3.069147 -0.944630 -3.379863 -1.59 -1.84 -0.75
C -3.926907 -1.316110 -2.250203 1.03 1.55 -0.37
C -4.422897 -0.008450 -1.708263 -0.59 0.94 1.26
O -5.627587 0.383900 -2.307513 -1.27 -0.03 0.16
C -6.581537 1.094350 -1.509643 -0.27 -0.71 -1.62
H 0.578443 -2.004500 -6.590143 -0.18 -0.34 0.27
H 1.517033 -1.135630 -5.335063 -0.14 -0.56 0.44
H 0.271183 -0.324650 -6.173993 -0.26 0.14 -0.29
H -1.871537 -2.500270 -6.013233 0.74 -0.34 -0.25
H -2.074727 -0.820080 -5.721283 -0.12 0.35 0.20
H -2.381857 -2.917120 -3.498443 0.43 -0.49 -0.06
H -3.655307 -2.565240 -4.630743 -0.19 0.28 -0.09
H -2.201397 -0.539720 -3.058683 -0.20 0.42 0.25
H -3.355487 -1.847820 -1.489373 0.03 -0.29 0.30
H -4.783937 -1.931370 -2.524173 0.04 0.03 -0.33
H -3.827307 0.885550 -1.893003 1.26 -0.56 0.08
H -4.508047 -0.104470 -0.625843 -0.41 0.05 0.41
H -7.250017 0.381240 -1.027233 0.16 -0.02 0.60
H -7.194027 1.549760 -2.287823 -0.15 0.42 0.26
H -6.219917 1.871140 -0.835903 0.42 -0.17 0.05
C -6.186337 0.194230 3.229517 0.82 -0.39 -0.51
O -4.822747 0.621680 3.052857 -0.26 -0.34 0.30
C -4.502757 1.673620 2.148467 0.35 -0.15 -0.41
C -3.030247 2.103240 2.392277 -1.53 0.01 0.15
N -3.068287 2.810390 3.645947 0.06 0.48 0.54
C -1.812927 3.323150 4.164367 0.67 -0.57 -2.00
C -1.190027 4.399630 3.242687 0.25 0.88 0.62
O -0.448147 3.860630 2.121817 -0.44 -0.06 0.31
C 0.249053 4.808900 1.297877 -1.40 0.24 0.59
H -6.162847 -0.702070 3.849347 0.27 0.36 0.55
H -6.621977 -0.232520 2.326077 -0.04 0.57 -0.58
H -6.839717 0.952590 3.660887 0.11 0.14 -0.03
H -5.177937 2.516750 2.294607 0.07 0.25 0.17
H -4.602767 1.380160 1.103487 -0.15 -0.45 -0.15
H -2.684627 2.757090 1.591577 -0.04 -0.08 -0.06
H -2.394367 1.220220 2.455847 0.15 -0.31 -0.29
H -3.470507 2.152770 4.298537 -0.06 0.10 0.37
H -1.001887 2.602150 4.062017 0.13 -0.86 0.73
H -1.988197 3.578690 5.209387 0.44 0.52 -0.21
H -0.466457 4.957510 3.837097 0.14 0.21 0.26
H -1.966317 5.111790 2.962857 -0.08 0.05 -0.59
H 0.645203 4.247050 0.452017 0.38 0.14 0.30
H 0.931473 5.456920 1.847857 0.78 -0.63 0.25
H -0.423497 5.574080 0.910227 -0.59 -0.17 -0.37
C -4.623507 7.634330 -5.027473 -0.13 -0.71 -0.40
O -3.328547 7.075160 -4.939503 0.96 1.52 0.05
C -2.687307 6.869210 -6.191393 -0.98 -1.37 -0.17
C -1.322447 6.175750 -6.022533 -0.21 0.69 1.93
N -1.507887 5.237870 -4.903003 0.15 -0.09 -0.93
C -0.334237 4.686240 -4.289123 -0.09 -0.04 1.36
C -0.673597 3.775270 -3.092813 -1.04 -0.50 0.46
O -1.904457 4.161310 -2.421823 1.30 -0.47 -0.91
C -2.220217 3.365150 -1.272743 0.70 0.68 -0.97
H -5.302357 6.804410 -5.223683 -0.50 -0.13 0.51
H -4.850497 8.292490 -5.866163 0.74 0.45 -0.23
H -4.843857 8.177260 -4.108353 -0.03 -0.32 0.02
H -2.670487 7.758100 -6.822013 0.20 0.23 0.10
H -3.354807 6.144270 -6.657233 -0.05 -0.20 -0.85
H -0.609257 6.940800 -5.715703 0.20 0.01 0.21
H -0.892327 5.715700 -6.912173 -0.41 0.02 -0.48
H -2.070447 4.484080 -5.270993 -0.34 -0.23 0.28
H 0.255623 5.484880 -3.839323 0.17 0.36 -0.52
H 0.279083 4.069080 -4.945663 0.46 0.08 -0.24
H 0.147623 3.700660 -2.379973 0.25 0.69 0.23
H -0.691467 2.732400 -3.409353 -0.82 -0.19 -0.32
H -1.660907 2.430060 -1.243173 -0.18 -0.20 -0.25
H -3.289827 3.185190 -1.380713 0.02 -0.07 0.70
H -1.892587 3.949730 -0.413073 -0.57 -0.10 0.45
C 0.582663 -5.454050 0.603727 -0.73 1.07 -0.27
O 1.638663 -6.047970 -0.108043 -0.50 -1.16 0.68
C 2.618743 -5.159940 -0.612573 0.21 -1.41 -0.72
C 3.675763 -6.064350 -1.355983 0.05 -0.30 0.34
N 4.880083 -6.396880 -0.565093 0.00 1.41 -0.03
C 5.829193 -5.272410 -0.702683 2.20 0.18 0.75
C 7.262703 -5.557290 -0.118783 -1.36 -0.53 1.03
O 7.824843 -6.478820 -0.950523 1.52 -2.28 -2.11
C 9.159053 -6.937220 -0.714573 -0.55 -0.47 0.18
H -0.164947 -5.042850 -0.074583 0.09 0.54 -0.51
H 0.893703 -4.645720 1.265507 0.38 0.14 -0.02
H -0.080717 -6.069380 1.211507 0.86 -1.07 0.03
H 3.028403 -4.626760 0.245337 0.41 0.33 -0.25
H 2.125813 -4.500980 -1.327343 0.19 0.44 -0.02
H 4.014413 -5.730900 -2.336913 -0.20 1.15 -0.09
H 3.235423 -7.007720 -1.678863 -0.62 -0.08 0.69
H 5.274073 -7.225880 -0.986553 0.36 -0.02 0.07
H 5.537373 -4.367220 -0.170163 -0.78 -0.12 -0.02
H 6.045103 -4.992280 -1.733703 -0.40 0.04 -0.41
H 7.093813 -6.025600 0.850887 0.00 0.03 0.55
H 7.990603 -4.762030 0.041947 -0.60 0.92 -0.18
H 9.335843 -7.121410 0.345097 0.20 0.68 0.26
H 9.923973 -6.349930 -1.222613 -0.07 0.64 0.42
H 9.330403 -7.935270 -1.117853 -0.73 -0.10 -0.43
C 3.168863 2.335820 -2.703303 0.59 0.06 -1.73
C 2.788553 3.269340 -1.627383 0.31 0.78 1.03
O 3.965263 3.746840 -0.965703 0.03 -0.56 0.50
O 2.015813 1.970900 -3.424813 -0.86 -0.22 -0.20
H 3.654933 1.442400 -2.311333 0.24 0.09 0.27
H 3.829203 2.840610 -3.408463 0.50 0.02 0.11
H 2.166373 2.655140 -0.976423 -0.09 0.48 0.71
H 2.273133 4.190490 -1.899303 -0.63 -0.54 -0.65
H 4.187423 4.593440 -1.360043 0.07 -0.04 0.03
H 2.293773 1.534700 -4.233563 -0.05 -0.08 -0.02
C 3.989343 0.054550 1.957977 -0.49 0.86 0.21
C 4.374503 0.353130 0.494527 0.01 -0.96 2.60
O 4.545483 -0.903500 -0.114833 -0.25 0.05 -1.44
O 5.023273 -0.370620 2.798827 1.38 -0.52 0.21
H 3.257133 -0.752880 1.963927 -0.38 0.26 -0.19
H 3.646043 0.950390 2.475387 -0.95 0.19 -0.54
H 5.284653 0.952060 0.526257 0.03 0.24 -0.47
H 3.512983 0.901030 0.112837 0.22 -0.20 -0.71
H 5.239473 -1.415410 0.306977 0.13 0.29 0.30
H 5.212453 0.371890 3.377177 0.34 -0.22 0.08
C 1.043023 -1.375930 -1.938383 0.18 -0.59 2.79
C -0.263077 -0.650990 -1.576333 1.46 -1.58 -0.77
C -0.296287 0.223990 -0.335553 0.67 -0.99 0.64
O 0.323353 -0.438030 0.796117 -0.20 0.87 -0.06
C 0.648323 0.489460 1.853997 -0.66 -0.51 -0.53
N -0.542157 0.133420 -2.712083 -1.34 2.44 -1.21
H 0.958643 -2.186750 -2.661953 -0.28 0.65 -0.50
H 1.302883 -1.914930 -1.027313 0.71 -0.07 0.20
H 1.812043 -0.626700 -2.126403 0.20 -0.24 -0.32
H -1.013397 -1.437050 -1.491293 -0.35 -0.02 0.21
H -1.349747 0.415670 -0.131633 -0.13 0.31 0.24
H 0.209733 1.164570 -0.553153 0.18 0.26 0.08
H -0.213597 1.090040 2.144697 -0.10 0.20 -0.24
H 1.460173 1.147360 1.543867 0.07 0.13 0.03
H 0.925893 -0.062050 2.752267 0.25 -0.26 -0.25
H 0.153143 0.844400 -2.888633 0.25 0.36 0.64
H -0.466387 -0.410270 -3.559883 -0.10 -0.38 0.18
```
Positions in Å, forces in eV/Å.

Properties
**Structure (SMILES)**: COC[C@H](C)N.COCCNCCOC.COCCNCCOC.COCCNCCOC.COCCNCCOC.COCCNCCOC.COCCNCCOC.OCCO.OCCO

Results of the Mulliken charge analysis, in e, for atoms 1 through 8:
1 C -0.37
2 O -0.43
3 C 0.34
4 C -1.03
5 N -0.39
6 C 0.32
7 C -0.89
8 O -0.37

=====

Largest force on an atom / Eh/bohr: 0.0258, 0.0674
Energy above the lowest of the compared OMol25 structures with the same formula, charge and spin / kJ/mol: 439.0, 311.6